[1]
{"formula": "Br5Hf", "method": "the ωB97M-V functional and the def2-TZVPD basis", "spin_multiplicity": 2, "orbital_gap_ev": [7.60, 4.06], "s_squared": 0.76, "e_tot_ha": -12918.172851, "mol_weight_g_mol": 578.0, "e_above_lowest_kj_mol": 0.00, "elements": ["Hf", "Br", "Br", "Br", "Br", "Br"], "xyz": [[-4.63500, 24.10890, 14.48476], [-3.56602, 21.58346, 15.46397], [-4.62466, 22.84237, 12.00933], [-4.83803, 25.11741, 17.16455], [-5.49988, 26.59022, 13.47023], [-1.85350, 25.00924, 14.16221]], "forces_ev_per_angstrom": [[2.908, 3.772, -0.873], [-0.549, 0.835, -0.483], [-0.163, 0.554, 2.341], [0.015, -1.425, -2.364], [0.560, -2.665, 0.983], [-2.771, -1.071, 0.395]]}

=====

[2]
{"formula": "C48H58BrFN9O5STi", "method": "the ωB97M-V functional and the def2-TZVPD basis", "spin_multiplicity": 3, "orbital_gap_ev": [4.56, 7.69], "s_squared": 2.02, "e_tot_ha": -6654.620292, "charge": -1, "mol_weight_g_mol": 1019.9, "e_above_lowest_kj_mol": 115.96, "elements": ["Br", "Ti", "S", "F", "O", "O", "O", "O", "O", "N", "N", "N", "N", "N", "N", "N", "N", "N", "C", "C", "C", "C", "C", "C", "C", "C", "C", "C", "C", "C", "C", "C", "C", "C", "C", "C", "C", "C", "C", "C", "C", "C", "C", "C", "C", "C", "C", "C", "C", "C", "C", "C", "C", "C", "C", "C", "C", "C", "C", "C", "C", "C", "C", "C", "C", "C", "H", "H", "H", "H", "H", "H", "H", "H", "H", "H", "H", "H", "H", "H", "H", "H", "H", "H", "H", "H", "H", "H", "H", "H", "H", "H", "H", "H", "H", "H", "H", "H", "H", "H", "H", "H", "H", "H", "H", "H", "H", "H", "H", "H", "H", "H", "H", "H", "H", "H", "H", "H", "H", "H", "H", "H", "H", "H"], "xyz": [[6.00270, -4.33017, 4.95080], [1.27200, 0.21383, -0.28680], [-1.60500, 1.12653, 1.34780], [1.26840, -5.37817, -3.19940], [2.44400, 0.59373, 1.16460], [-0.69230, -2.02117, 1.75110], [-2.01090, 2.51983, 1.25790], [2.80710, 1.81233, 2.98350], [-2.41360, 0.22533, 0.55550], [1.15740, 2.06033, -1.10590], [-2.61300, -3.02787, 2.41770], [4.66750, 1.53793, -4.47520], [-0.43200, 0.06753, -1.43300], [3.07580, 0.32963, -1.38450], [3.35740, -1.99227, 1.87280], [-0.04600, 0.93093, 1.13200], [5.62660, 0.52263, -2.63710], [-0.68540, -3.12627, 3.72560], [3.69400, -3.26387, 1.67320], [4.21470, -0.13997, -0.81310], [1.22070, 5.61113, -3.58520], [-1.30360, -0.93977, -1.42290], [5.43860, -0.02397, -1.41940], [2.10040, 1.43343, 2.05600], [1.11010, 4.40473, -2.66930], [-1.29590, -2.69147, 2.57220], [-0.75260, 1.17633, -2.16640], [-0.97460, 0.09153, 3.87510], [-4.33940, 1.41993, -4.54200], [0.66100, 1.94103, 1.88670], [-3.21110, -4.07557, 3.20360], [-2.52850, 0.07333, 5.72010], [-1.26850, -0.19037, 5.19880], [-2.80110, -3.89567, 4.65600], [1.17810, -4.14307, -1.17180], [1.43040, -1.70487, -1.19330], [2.05010, 3.03553, -0.92030], [3.25680, 0.87733, -2.62340], [4.94150, -3.36397, 3.68420], [4.63550, -2.02487, 3.89680], [-5.28140, 0.08773, -2.67740], [4.50260, 0.95663, -3.22590], [0.73700, -2.92697, 3.84480], [-4.18200, -1.06147, -4.61960], [-4.13330, 0.16233, -3.69300], [1.53380, -1.81417, -2.59190], [-1.93780, 0.66353, 3.06920], [3.83100, -1.39487, 2.96450], [0.16370, 3.42663, -2.82900], [1.31700, -4.17657, -2.54300], [4.46630, -4.00557, 2.54620], [0.17310, 2.25253, -2.04520], [-1.28460, -3.98177, 4.72020], [2.07150, 4.20423, -1.63950], [1.48700, -3.01917, -3.27350], [-2.83170, -0.17547, 7.17030], [0.04420, 5.72303, -4.56260], [-2.81860, 0.16383, -2.93230], [1.27220, 6.89713, -2.74870], [-2.47310, -0.95437, -2.14420], [1.23390, -2.91707, -0.51940], [-3.25350, -2.68697, 1.16910], [-3.20160, 0.91573, 3.56460], [2.51580, 5.44043, -4.39600], [-1.93660, 1.21443, -2.93500], [-3.49660, 0.61483, 4.88220], [0.20970, 2.12893, 2.87210], [-5.29820, 1.35523, -5.05500], [-3.33090, -1.04887, -5.29790], [-0.59350, 3.51663, -3.58810], [-3.13690, -1.80167, -2.06590], [2.69840, 6.30473, -5.03310], [-4.29690, -4.00947, 3.09930], [-2.15040, -0.91107, 7.59180], [-2.71910, 0.75323, 7.73110], [0.36470, 6.98093, -2.15390], [2.38120, 1.24093, -3.15240], [2.12300, 6.89473, -2.07340], [-0.89380, 5.83773, -4.02300], [-2.90440, -5.07257, 2.84520], [3.56560, -0.35487, 3.09410], [-4.15080, -1.98487, -4.04740], [-4.35120, 2.30833, -3.91630], [-1.04380, -1.78497, -0.79640], [6.33380, -0.40607, -0.94520], [-0.49900, -0.60017, 5.83680], [-2.15070, 2.09913, -3.50900], [-5.24210, 0.95013, -2.01620], [1.02640, -5.06927, -0.63610], [-3.55910, 1.51993, -5.29290], [1.05150, -2.29177, 3.01720], [-4.33080, -2.67067, 1.32670], [-4.48350, 0.82163, 5.27260], [1.34940, 7.77473, -3.39030], [2.80930, 2.86063, -0.16060], [5.01320, -1.48857, 4.75370], [-0.00260, -0.12867, 3.46270], [2.44010, 4.55693, -5.02750], [-3.85440, -0.52467, 7.30210], [1.27360, -3.88277, 3.79590], [2.83300, 4.94053, -1.43440], [1.57140, -3.06577, -4.35160], [1.07550, -2.90087, 0.55180], [-2.92020, -1.69517, 0.86250], [-0.95510, -5.02677, 4.57700], [-5.10030, -1.05257, -5.20710], [4.69390, -5.04007, 2.34410], [5.56570, 1.32033, -4.88550], [-0.02010, 4.84413, -5.20050], [-3.01320, -3.41607, 0.38650], [3.37060, 5.30553, -3.73860], [3.89150, 1.43993, -5.11160], [-3.13000, -2.91567, 5.00510], [0.97470, -2.44667, 4.79580], [0.66640, 2.91273, 1.35950], [1.64290, -0.92107, -3.20430], [4.10240, -0.62147, 0.14990], [-5.20680, -0.80587, -2.06430], [-3.92850, 1.36473, 2.90590], [-6.24180, 0.07853, -3.19310], [-3.25270, -4.66747, 5.27830], [0.18060, 6.59313, -5.20450], [-0.92740, -3.66887, 5.70960], [3.32370, -3.70857, 0.76050]], "forces_ev_per_angstrom": [[-0.191, 0.212, -0.255], [-0.371, -1.393, -0.604], [-0.688, 0.120, -0.044], [0.012, 0.140, 0.119], [1.192, 0.044, 0.870], [0.002, -0.015, -0.239], [0.253, -0.175, 0.227], [0.075, 0.021, 0.008], [0.229, 0.215, 0.289], [-0.325, 0.674, -0.628], [-0.217, 0.025, 0.032], [-0.094, 0.047, -0.125], [-1.055, 0.711, -0.976], [2.215, 0.428, -1.869], [0.216, -0.310, 0.053], [-1.425, 0.000, 0.767], [-0.821, -0.091, 0.461], [0.237, -0.121, 0.111], [-0.099, 0.212, -0.053], [-0.591, -0.022, 0.225], [-0.017, 0.062, -0.140], [-0.474, -0.527, -0.330], [0.375, 0.255, -0.849], [-0.587, 0.996, 1.188], [-0.401, -0.269, -0.119], [-0.120, -0.175, 0.159], [0.006, 0.051, 0.006], [0.054, 0.048, 0.043], [0.084, -0.232, 0.161], [0.569, 0.577, 0.567], [-0.026, -0.058, 0.320], [0.058, -0.087, 0.035], [-0.116, 0.048, -0.010], [0.187, -0.178, -0.183], [0.034, -0.295, -0.246], [0.122, -1.044, -0.333], [0.389, 0.823, -0.078], [-0.598, -0.569, 1.198], [-0.132, 0.089, -0.098], [0.294, -0.637, 0.188], [0.115, 0.018, -0.085], [1.013, -0.185, 0.051], [0.043, 0.067, -0.180], [0.006, 0.166, 0.125], [-0.155, 0.026, -0.117], [0.131, -0.087, 0.175], [0.408, 0.094, -0.531], [-0.142, 0.121, -0.215], [0.129, 0.187, -0.029], [-0.045, -0.040, 0.044], [0.340, 0.021, 0.513], [-0.364, 0.022, -0.123], [-0.231, -0.073, 0.143], [0.103, -0.286, 0.214], [-0.033, -0.143, -0.094], [0.018, 0.078, -0.085], [0.235, -0.041, 0.209], [0.291, -0.001, 0.081], [0.012, -0.177, -0.092], [0.192, 0.046, -0.029], [0.142, 0.239, -0.030], [0.177, 0.195, -0.209], [-0.103, 0.101, 0.006], [-0.127, 0.097, 0.082], [-0.121, -0.003, -0.128], [-0.020, 0.012, -0.092], [0.322, 0.040, -0.156], [-0.080, 0.000, -0.047], [0.063, -0.052, -0.096], [-0.108, 0.035, -0.121], [0.024, -0.114, 0.059], [0.004, 0.136, -0.074], [0.071, 0.019, -0.032], [0.029, -0.057, 0.079], [-0.016, -0.002, 0.132], [-0.064, 0.061, 0.093], [0.018, 0.058, 0.190], [0.079, 0.046, 0.094], [-0.134, -0.010, 0.008], [-0.066, 0.022, 0.032], [-0.017, 0.180, 0.003], [0.031, -0.118, 0.004], [0.026, 0.171, 0.029], [-0.017, 0.105, -0.024], [-0.066, -0.011, 0.151], [0.091, -0.117, 0.106], [-0.034, 0.168, -0.048], [-0.046, 0.084, 0.113], [-0.044, -0.114, 0.091], [0.112, 0.072, -0.093], [0.114, -0.087, 0.176], [-0.070, 0.001, -0.018], [-0.121, 0.010, 0.041], [0.017, 0.057, -0.085], [-0.083, -0.057, -0.074], [-0.024, 0.014, 0.067], [0.115, -0.026, -0.046], [0.027, -0.095, -0.065], [-0.057, -0.035, 0.059], [0.034, 0.027, -0.004], [0.080, -0.005, 0.065], [-0.010, -0.033, -0.042], [0.054, -0.033, 0.024], [-0.100, -0.194, -0.069], [-0.049, 0.133, 0.029], [-0.083, -0.010, -0.050], [0.036, -0.081, -0.003], [-0.161, -0.003, 0.048], [-0.050, -0.075, -0.080], [-0.056, -0.007, -0.082], [0.121, 0.004, 0.042], [0.044, 0.037, 0.034], [-0.033, 0.034, -0.008], [0.048, 0.057, 0.068], [0.122, -0.220, 0.178], [-0.047, -0.052, 0.061], [0.027, 0.097, -0.129], [-0.013, -0.106, 0.089], [-0.181, 0.063, -0.006], [-0.102, -0.008, -0.040], [0.008, -0.025, 0.081], [0.019, 0.072, -0.026], [0.004, -0.003, -0.081], [-0.077, -0.102, -0.101]]}